Below is a gas-phase ion, C5H13N2 (charge +2), with properties calculated with the ωB97M-V functional and the def2-TZVPD basis.

Properties
Max |F| in eV Å⁻¹: 2.8
ΔE to the lowest compared entry with this formula, charge and spin in kJ/mol: 315.3
LUMO energy (spin up / spin down) in eV: -9.76 / -12.80
Calculated total energy in eV: -8355.152
Charge: +2
Multiplicity: 2
Kohn-Sham gap (spin up / spin down) in eV: 9.9 / 6.9

```
20
Properties=species:S:1:pos:R:3:forces:R:3:mulliken_spin:R:1
N 0.550360 2.310575 -1.389494 -0.4 0.0 0.9 -0.0017
N -0.878130 1.227244 0.647971 0.2 -1.4 0.5 0.1231
C -0.254930 0.269310 -0.160397 -2.0 1.9 -0.3 0.1052
C 0.649095 0.897288 -1.041443 2.0 -0.7 -0.2 0.5163
C 0.606280 -1.730725 1.732446 0.2 0.3 -0.4 0.0066
C -0.844405 -1.048706 -0.340082 0.3 0.0 -1.2 0.0825
C 0.001988 -2.170575 0.419462 -0.4 0.5 0.7 0.0785
H -0.415927 1.246539 1.571882 0.2 1.0 -0.3 0.0078
H -1.852940 1.005653 0.840441 -0.1 -0.3 0.1 -0.0036
H 1.153381 2.932863 -0.825856 0.2 -0.2 0.1 0.0280
H -1.875835 -1.015003 -0.015374 -0.2 -0.1 0.5 -0.0036
H -0.079984 -1.340959 2.476574 -0.5 -0.1 0.0 0.0036
H -0.742635 -2.914442 0.633200 -0.3 -0.6 -0.3 0.0081
H 0.815566 2.482038 -2.368573 -0.2 0.0 -0.1 0.0084
H -0.407524 2.612357 -1.161221 -0.1 0.3 -0.4 0.0055
H 1.320314 -0.918856 1.548906 0.5 -0.4 0.3 -0.0040
H -0.872937 -1.345876 -1.395195 0.2 0.0 0.1 0.0177
H 1.034375 -2.636032 2.162772 0.5 0.3 0.2 0.0056
H 1.546354 0.442862 -1.450157 -0.3 -0.4 -0.2 0.0173
H 0.739893 -2.543058 -0.274082 0.2 -0.1 -0.1 -0.0013
```
Positions in Å, forces in eV/Å.

***

Below is 7 unconnected molecules or ions with the total composition C40H90F8N6O4PS2, with properties calculated with the ωB97M-V functional and the def2-TZVPD basis.

Properties
Max |F| in eV Å⁻¹: 2.5
LUMO energy in eV: -5.52
Calculated total energy in eV: -112753.785
Charge: +3
Kohn-Sham gap in eV: 8.9

```
151
Properties=species:S:1:pos:R:3:forces:R:3:lowdin_charge:R:1
S 6.210340 -15.656622 -4.363844 -1.1 2.2 0.2 0.5115
S 4.236804 -17.170798 -4.761339 -2.0 -0.8 0.5 0.4570
P 4.588534 -21.677072 -5.248792 0.4 -0.5 -1.0 0.1994
F 3.782083 -21.038108 -6.508458 0.7 0.0 -0.7 -0.1624
F 5.361459 -22.414774 -4.022488 -0.7 0.2 0.3 -0.1613
F 6.345027 -14.140461 -4.028961 -0.1 0.0 0.2 -0.1401
F 3.835920 -23.122231 -5.515300 -0.3 0.2 0.0 -0.2024
F 2.712347 -17.299066 -4.274197 0.2 0.6 -0.1 -0.1936
F 3.322270 -21.133753 -4.410611 0.5 -0.6 1.3 -0.1459
F 5.452407 -20.381277 -4.950889 -0.3 0.3 -0.2 -0.1385
F 5.787713 -22.168890 -6.267980 -0.3 -0.2 -0.1 -0.1928
O 6.816257 -16.314965 -3.249533 0.1 -0.1 -0.3 -0.2903
O 4.877437 -18.123312 -3.909335 0.4 -0.3 0.0 -0.3212
O 4.098707 -17.492238 -6.153810 0.2 0.0 -0.2 -0.3080
O 6.756800 -15.757611 -5.676304 0.4 -0.8 0.0 -0.2710
N 0.503175 -24.269005 -4.068623 -0.8 0.5 0.8 -0.2827
N 4.542074 -15.676109 -4.404406 2.0 -0.8 -0.1 -0.2633
N 9.484523 -19.999819 -6.530156 0.7 -0.2 -0.2 -0.2685
N 1.411598 -18.222582 -8.452727 -0.4 1.1 -0.5 -0.2470
N 6.386880 -19.584045 -0.732155 1.4 1.2 -0.2 -0.2748
N 5.256055 -26.770447 -8.597672 0.4 -0.5 1.3 -0.2819
C 0.519552 -24.960333 -7.807556 -0.1 0.3 -0.7 -0.0845
C 4.407727 -24.691160 -9.543980 0.5 -0.4 0.5 -0.1238
C -0.357116 -16.755421 -9.185652 0.5 0.5 0.9 -0.1294
C 6.309486 -25.715696 -8.523773 -0.2 0.7 -0.4 -0.1027
C 3.869082 -29.081032 -5.770410 -0.4 0.7 0.4 -0.0724
C 1.822082 -20.586634 -9.222485 -0.1 -0.3 0.4 -0.2228
C 4.034160 -28.428264 -7.139867 -1.1 -0.4 0.0 -0.2403
C 0.335067 -24.982388 -1.758306 0.2 -0.1 0.5 -0.1254
C 2.404624 -19.197337 -9.016037 0.2 0.1 -0.5 -0.1194
C 6.407098 -18.057646 -0.775153 -0.2 0.0 -0.1 -0.0863
C -0.064396 -24.574468 -5.413642 0.2 0.2 -0.2 -0.1210
C 5.213058 -27.527376 -7.259994 0.4 0.9 -0.6 -0.1109
C 3.991457 -25.986451 -8.842676 -0.1 -0.5 -0.4 -0.0951
C 1.791505 -25.158153 -2.214611 0.2 0.6 -0.4 -0.1145
C 6.638967 -17.607498 0.665620 -0.5 -0.1 -0.1 -0.1156
C 11.215536 -21.609449 -6.272464 -0.1 0.3 0.3 -0.1394
C 9.690725 -19.310815 -5.214201 -0.7 -0.4 -0.2 0.0523
C 0.919330 -18.521104 -7.108264 0.1 -1.6 1.2 0.0122
C 8.786177 -19.092365 -7.528710 0.5 0.0 1.3 -0.1170
C 10.829092 -20.389066 -7.084569 0.1 -1.1 -0.6 -0.1100
C 5.099801 -20.131084 -0.224432 0.2 -1.0 -0.5 -0.1079
C 8.803238 -21.341885 -6.399852 -0.5 0.3 -0.2 -0.1064
C 7.496543 -19.861261 0.244817 -0.7 -0.3 0.4 -0.1021
C 3.922890 -19.895172 -1.150288 -0.3 1.3 -0.2 -0.2222
C 7.325309 -18.998120 -7.235144 -0.7 0.6 -1.2 -0.2222
C 5.941997 -24.788210 -9.671711 -0.1 -0.1 -0.6 -0.1278
C 1.941845 -16.775902 -8.477411 1.7 -0.1 0.3 -0.0786
C 7.359137 -18.790759 1.330346 0.5 -0.5 0.3 -0.1306
C 6.699126 -17.939141 -8.166211 0.3 0.0 -0.3 -0.0756
C 9.889856 -22.361047 -6.100786 0.3 -0.2 0.4 -0.1305
C 0.816472 -24.122438 -6.569059 0.1 -0.7 0.0 -0.2170
C 0.732291 -22.814886 -3.927598 -0.3 0.9 -0.2 0.0291
C -0.474837 -24.689418 -3.019158 -0.6 -0.8 1.0 -0.1005
C 2.847843 -20.945257 -1.028835 -0.1 -0.5 0.3 -0.0927
C 1.738710 -25.029774 -3.740143 0.6 -0.7 -0.3 -0.0950
C 5.603620 -27.742327 -9.661745 -1.3 0.5 -1.0 0.0389
C 0.916380 -15.879201 -9.144280 -0.4 -0.4 -0.6 -0.1185
C 2.788037 -21.512458 -9.951749 0.3 0.3 -0.9 -0.0891
C 0.246133 -18.128182 -9.390584 -0.5 0.4 -0.8 -0.1283
C 6.768758 -20.127211 -2.071293 -0.7 -0.2 0.6 0.0249
H 7.718040 -19.677680 -2.336578 0.1 -0.1 -0.1 0.1026
H -0.533957 -24.957598 -8.100557 0.0 -0.1 0.3 0.0915
H 7.131541 -18.752153 -6.193507 -0.2 -0.1 0.0 0.1008
H 1.637798 -26.005261 -4.225468 -0.1 0.0 0.1 0.1401
H 0.981839 -22.509088 -2.914740 0.4 -0.5 0.1 0.1056
H 6.181547 -28.022014 -7.206764 0.0 -0.1 0.3 0.1475
H 7.298480 -26.162980 -8.564780 0.0 0.0 0.1 0.1458
H 0.856161 -25.993063 -7.708571 -0.1 0.0 0.2 0.0725
H 0.831892 -14.939106 -8.609692 -0.2 0.0 0.0 0.1272
H 1.015083 -24.550829 -8.692862 0.2 0.0 0.2 0.0676
H 3.744920 -21.621592 -9.444970 -0.2 -0.3 0.4 0.0670
H 6.591416 -28.141474 -9.487023 0.1 -0.2 0.0 0.1223
H 2.926813 -16.817305 -8.947998 -0.3 0.0 -0.4 0.1340
H 2.531225 -21.009869 0.015259 -0.2 -0.1 -0.1 0.0882
H 2.903173 -29.584177 -5.729376 0.2 -0.3 -0.1 0.0859
H 7.223336 -17.737732 -1.416952 -0.1 -0.3 -0.2 0.1153
H 6.862572 -19.935556 -7.550204 -0.2 -0.1 0.7 0.1022
H -0.209372 -25.653254 -5.401050 -0.2 0.0 -0.2 0.1391
H 3.840509 -24.583757 -10.460909 0.2 0.3 -0.2 0.1219
H 3.764009 -28.292492 -5.012778 0.3 -0.1 0.0 0.0728
H 8.321182 -21.471713 -7.366148 0.1 -0.4 -0.1 0.1238
H 10.569903 -18.687654 -5.312914 0.0 0.2 0.2 0.1182
H 2.589161 -24.520227 -4.187024 0.0 0.0 0.1 0.1131
H 3.192161 -21.936768 -1.344751 0.2 0.1 0.1 0.0665
H 4.809331 -28.481024 -9.714905 0.3 -0.4 0.3 0.1076
H 6.243311 -25.202908 -10.635453 0.1 0.1 0.1 0.1164
H 2.214184 -26.106017 -1.898448 0.0 -0.1 -0.1 0.1218
H 5.160456 -26.715210 -6.531516 0.1 -0.3 0.2 0.1378
H 6.828941 -21.206139 -1.939928 0.1 -0.1 -0.3 0.1144
H 5.712120 -17.653918 -7.817128 0.0 0.1 0.1 0.0423
H 2.448203 -24.373598 -1.836349 -0.1 0.0 0.2 0.1056
H 11.593631 -19.619505 -7.076184 -0.4 0.4 0.1 0.1466
H 9.316982 -18.158604 -7.340551 -0.2 0.3 -0.7 0.1499
H 5.509031 -27.234310 -10.621320 0.5 0.0 0.0 0.1162
H 1.490024 -22.518333 -4.642049 0.2 0.2 0.2 0.0793
H 3.523028 -25.809928 -7.880784 0.0 0.1 0.1 0.1128
H 6.879160 -19.177926 2.228860 -0.3 0.1 -0.2 0.1185
H 0.642967 -23.065763 -6.763809 0.2 0.0 0.0 0.1109
H 4.191713 -19.741400 -2.194833 0.2 -0.3 0.0 0.0802
H 4.248789 -23.865729 -8.862080 -0.5 0.2 -0.1 0.0979
H 6.398952 -23.807986 -9.578223 0.1 0.0 0.1 0.1201
H -0.858781 -16.662139 -8.220008 -0.3 -0.2 -0.2 0.1165
H 5.295996 -21.206455 -0.142821 -0.1 0.0 0.1 0.1396
H 10.613997 -20.683857 -8.113124 0.2 0.1 -0.1 0.1378
H 6.001552 -19.857056 -2.783454 0.1 0.0 -0.2 0.0560
H 8.376264 -18.561970 1.650652 -0.1 0.3 0.0 0.1215
H 0.671730 -18.125714 -10.397310 0.0 -0.2 0.0 0.1468
H 7.363409 -20.883625 0.597416 0.2 0.0 0.1 0.1374
H 7.986213 -21.305627 -5.683719 0.1 0.2 0.1 0.1196
H 4.932953 -19.740718 0.776246 0.0 0.1 0.0 0.1452
H 1.862619 -24.281937 -6.295105 0.0 0.3 -0.1 0.0886
H -1.035175 -16.483376 -9.985809 -0.1 0.0 0.0 0.1286
H 3.330778 -26.625975 -9.425742 -0.1 0.1 0.0 0.1416
H 0.318657 -19.431783 -7.136371 -0.3 0.2 -0.2 0.1043
H 8.964261 -19.506192 -8.516233 0.2 0.2 -0.1 0.1409
H 3.139777 -27.809924 -7.269468 0.0 -0.1 -0.1 0.0994
H 0.225834 -24.211446 -0.997393 0.1 0.2 -0.1 0.1197
H 1.727316 -18.784836 -6.423869 0.3 0.5 -0.2 0.1010
H 9.821308 -23.210806 -6.778696 0.0 0.0 0.0 0.1170
H 11.575078 -21.233970 -5.312439 0.1 -0.3 0.1 0.1144
H -0.199337 -22.284728 -4.132131 0.0 -0.2 -0.3 0.1242
H 6.147731 -25.174053 -7.593504 0.2 -0.1 0.2 0.1383
H -0.011710 -25.895687 -1.278927 -0.2 0.0 -0.1 0.1233
H -1.262558 -23.963719 -2.835096 0.2 0.3 -0.4 0.1444
H 2.231137 -16.476930 -7.470043 -0.5 -0.2 0.2 0.1199
H 2.334023 -22.471513 -10.205127 0.0 -0.1 0.5 0.0657
H 6.610935 -18.325590 -9.188809 0.0 -0.1 0.1 0.0794
H -0.439572 -18.963325 -9.302458 0.0 0.0 0.3 0.1336
H -0.986802 -25.604844 -3.317787 0.2 0.0 -0.4 0.1411
H 3.963908 -29.184751 -7.922119 0.3 0.0 0.0 0.1187
H 5.471120 -17.757709 -1.237724 0.1 0.3 0.0 0.1244
H 2.651836 -18.775690 -9.994046 0.0 0.0 0.0 0.1389
H 7.237287 -16.705814 0.752206 0.0 0.1 -0.4 0.1251
H 5.660565 -17.353994 1.074722 0.2 -0.2 0.5 0.1198
H 8.792600 -18.746018 -4.974538 0.1 0.2 0.0 0.1034
H 9.835607 -22.750055 -5.084252 -0.2 -0.1 -0.1 0.1184
H 0.337345 -17.712098 -6.688688 0.0 0.2 -0.2 0.1170
H 1.155744 -15.657815 -10.186013 0.4 0.1 0.1 0.1244
H -1.009604 -24.037311 -5.468092 -0.2 -0.3 0.1 0.1493
H 11.997830 -22.222291 -6.707244 0.1 0.1 -0.2 0.1285
H 3.074285 -21.124963 -10.939114 -0.2 0.3 0.1 0.0891
H 7.325841 -17.049604 -8.255201 -0.2 0.1 0.3 0.0830
H 8.437366 -19.784779 -0.291298 0.0 0.1 -0.1 0.1331
H 4.664407 -29.752016 -5.462888 0.1 -0.1 -0.1 0.0870
H 3.332314 -19.165299 -8.442056 -0.3 -0.2 0.4 0.1327
H 0.886266 -20.530696 -9.780921 0.1 0.1 -0.2 0.1076
H 3.503477 -18.922055 -0.870003 -0.2 -0.1 0.0 0.1283
H 1.990971 -20.718025 -1.659215 -0.1 0.3 0.1 0.0697
H 1.544844 -21.017192 -8.256937 0.2 -0.1 0.1 0.0950
H 9.800780 -20.075819 -4.451699 0.3 0.0 0.1 0.1067
```
Positions in Å, forces in eV/Å.

***

> Which of these has the lowest charge?

C5H13N2

***

> Which of these has the highest max |F|?

C5H13N2

***

> max |F| of number 1 (C5H13N2)?

2.8 eV Å⁻¹

***

> The highest charge belongs to which entry?

C40H90F8N6O4PS2